Entry 1:
Entry from the Open Molecules 2025 dataset: a molecular structure, C16H12N2O6Rh at a distorted geometry (wB97M-V/def2-TZVPD).

Structure (ORCA input):
```
! wB97M-V def2-TZVPD RIJCOSX def2/J DEFGRID3
* xyz 3 5
O -0.043 0.048 -8.055
C -0.033 0.141 -6.914
Rh 0.056 0.094 -2.863
O 2.077 -2.154 -3.609
C 1.292 -1.310 -3.400
C -1.176 1.651 -3.391
O -1.873 2.546 -3.306
C -1.496 -1.035 -3.292
O -2.443 -1.702 -3.338
C 1.522 1.412 -3.410
O 2.387 2.138 -3.386
C -0.075 -1.376 3.290
N 0.006 -1.384 1.847
N -0.105 -0.265 1.105
C -0.048 -0.598 -0.192
O -0.051 0.454 -0.962
C 0.056 -2.024 -0.280
C 0.069 -2.465 1.040
C 0.120 -3.806 1.612
C -0.101 1.092 1.584
C 0.771 1.471 2.605
C 0.799 2.808 3.020
C -0.011 3.752 2.383
C -0.886 3.363 1.365
C -0.924 2.030 0.948
H -0.867 -2.071 3.604
H -0.291 -0.387 3.705
H 0.869 -1.740 3.724
H 0.114 -2.608 -1.170
H 1.021 -3.964 2.208
H -0.755 -4.020 2.228
H 0.132 -4.517 0.788
H 1.451 0.738 3.042
H 1.472 3.098 3.820
H 0.047 4.800 2.673
H -1.532 4.080 0.863
H -1.551 1.715 0.113
*
```

- ⟨S²⟩: 6.034
- Orbital gap (alpha / beta): 0.2917 / 0.1994 Ha

Entry 2:
Entry from the Open Molecules 2025 dataset: a molecular structure, C16H12O6PTi (wB97M-V/def2-TZVPD).

Structure (ORCA input):
```
! wB97M-V def2-TZVPD RIJCOSX def2/J DEFGRID3
* xyz 1 1
Ti 0.152 -2.101 0.593
O 4.073 -1.444 0.635
C 2.947 -1.113 0.766
O 1.926 -2.034 0.892
C 2.465 0.335 0.790
P 0.645 0.413 0.753
C 0.050 2.095 0.890
C -0.518 2.496 2.099
C -0.940 3.808 2.252
C -0.803 4.705 1.203
C -0.245 4.301 -0.005
C 0.185 2.996 -0.167
C 0.165 -0.241 -0.887
C 1.035 -0.657 -1.902
C 0.534 -1.316 -3.018
C -0.826 -1.580 -3.133
C -1.701 -1.199 -2.126
C -1.212 -0.552 -0.997
H 2.961 0.893 -0.005
H 2.796 0.782 1.732
H -0.630 1.790 2.913
H -1.379 4.126 3.187
H -1.136 5.727 1.323
H -0.145 5.006 -0.820
H 0.619 2.683 -1.109
H 2.099 -0.468 -1.828
H 1.213 -1.629 -3.800
H -1.201 -2.099 -4.005
H -2.759 -1.411 -2.209
H -1.898 -0.230 -0.215
O -2.432 -4.224 2.520
C -1.664 -3.793 1.747
O -0.951 -2.611 1.904
C -1.294 -4.421 0.359
O -1.751 -5.416 -0.069
O -0.381 -3.618 -0.263
*
```

- Orbital gap: 0.2922 Ha

Entry 3:
Entry from the Open Molecules 2025 dataset: a molecular structure, C16H13BF4N2Tc at a distorted geometry (wB97M-V/def2-TZVPD).

Structure (ORCA input):
```
! wB97M-V def2-TZVPD RIJCOSX def2/J DEFGRID3
* xyz 3 1
Tc -0.227 -0.094 1.075
N -0.990 -1.782 0.038
C 0.126 -2.491 -0.624
C 0.034 -3.737 -1.175
C 1.166 -4.290 -1.812
C 2.350 -3.606 -1.852
C 2.457 -2.321 -1.267
C 3.634 -1.546 -1.249
C 3.631 -0.278 -0.694
C 2.465 0.224 -0.149
N 1.330 -0.505 -0.116
C 1.315 -1.775 -0.666
H -1.428 -2.408 0.725
H -1.738 -1.578 -0.627
H -0.892 -4.302 -1.137
H 1.086 -5.267 -2.271
H 3.216 -4.040 -2.338
H 4.547 -1.947 -1.677
H 4.526 0.329 -0.675
H 2.431 1.219 0.281
F -0.633 -1.574 5.368
B -0.070 -0.393 5.556
F -0.827 0.683 5.640
F 1.237 -0.271 5.439
F -0.108 0.212 2.811
C -1.032 1.281 0.155
C -1.677 2.360 -0.295
C -1.032 3.343 -1.156
C -1.749 4.412 -1.576
C -3.099 4.558 -1.168
C -3.734 3.645 -0.292
C -3.067 2.544 0.130
H -0.010 3.188 -1.476
H -1.303 5.139 -2.241
H -3.670 5.400 -1.547
H -4.743 3.831 0.048
H -3.521 1.837 0.813
*
```

- Orbital gap (alpha / beta): 0.1832 / 0.2055 Ha

Entry 4:
Entry from the Open Molecules 2025 dataset: C16H13Cl2N5O3S in the gas phase at a distorted geometry (wB97M-V/def2-TZVPD).

Structure (ORCA input):
```
! wB97M-V def2-TZVPD RIJCOSX def2/J DEFGRID3
* xyz 0 1
N 1.469 -1.757 3.303
C 0.996 -2.306 2.184
C -0.314 -3.056 2.342
O -1.210 -2.272 3.111
C -1.557 -1.128 2.519
N -2.187 -0.144 3.199
C -2.348 0.788 2.292
N -1.833 0.396 1.110
C -1.851 1.031 -0.137
C -2.047 2.403 -0.234
C -2.120 2.992 -1.483
C -2.002 2.223 -2.629
C -1.780 0.859 -2.525
C -1.697 0.259 -1.284
N -1.324 -0.844 1.256
N 1.536 -2.257 1.026
S 2.840 -1.309 0.684
O 3.918 -2.108 0.194
O 3.137 -0.386 1.762
C 2.188 -0.334 -0.677
C 2.134 1.041 -0.559
C 1.722 1.821 -1.626
C 1.379 1.195 -2.817
Cl 0.927 2.150 -4.170
C 1.404 -0.186 -2.945
C 1.806 -0.951 -1.858
Cl 1.844 -2.650 -1.956
H 0.894 -1.750 4.131
H 2.248 -1.111 3.204
H -0.164 -3.979 2.907
H -0.724 -3.275 1.353
H -2.837 1.723 2.464
H -2.140 3.007 0.656
H -2.276 4.057 -1.560
H -2.075 2.687 -3.600
H -1.682 0.258 -3.415
H -1.523 -0.800 -1.179
H 2.439 1.482 0.377
H 1.683 2.895 -1.546
H 1.129 -0.663 -3.871
*
```

- Energy relative to the best compared isomer or geometry (same formula, charge and spin): 0.0 kcal per mole
- Orbital gap: 0.3434 Ha

Entry 5:
Entry from the Open Molecules 2025 dataset: a molecular structure, C16H13F24NaO6 at a distorted geometry (wB97M-V/def2-TZVPD).

Structure (ORCA input):
```
! wB97M-V def2-TZVPD RIJCOSX def2/J DEFGRID3
* xyz 0 1
Na -0.757 0.301 0.844
O -2.989 0.797 4.383
C -2.438 0.589 3.152
O -2.117 -0.570 2.792
O -2.417 1.595 2.379
H -3.283 1.718 4.229
C -2.492 -4.800 -0.719
C -1.894 -5.957 0.066
C -2.893 -6.566 1.023
F -4.111 -6.763 0.426
F -2.449 -7.739 1.544
F -1.505 -6.876 -0.879
F -0.752 -5.605 0.719
O -3.316 -3.964 0.092
C -3.279 -2.632 -0.283
C -4.252 -1.856 0.609
F -4.289 -0.588 0.145
F -5.497 -2.381 0.650
F -2.044 -2.146 -0.079
F -3.555 -2.524 -1.592
H -3.127 -5.210 -1.504
H -1.691 -4.242 -1.207
H -3.097 -5.857 1.838
H -3.873 -1.884 1.636
C 3.184 6.119 -0.578
C 4.262 6.797 0.237
C 3.700 7.557 1.447
F 4.619 8.279 2.134
F 2.693 8.390 1.062
F 5.176 5.904 0.666
F 4.897 7.638 -0.621
O 2.396 5.293 0.263
C 1.629 4.373 -0.397
C 0.885 3.572 0.690
F 0.072 2.609 0.212
F 1.774 3.016 1.534
F 0.727 5.006 -1.174
F 2.389 3.610 -1.207
H 3.670 5.556 -1.375
H 2.605 6.898 -1.079
H 3.275 6.800 2.120
H 0.279 4.310 1.222
C 1.965 -1.477 -1.194
C 1.885 -2.966 -0.873
C 1.536 -3.211 0.620
F 2.579 -2.802 1.399
F 0.400 -2.570 0.971
F 0.982 -3.632 -1.621
F 3.074 -3.547 -1.131
O 0.744 -0.768 -1.021
C -0.110 -0.609 -2.109
C 0.391 0.192 -3.336
F 0.983 1.347 -2.990
F 1.262 -0.552 -4.087
F -0.628 -1.787 -2.484
F -1.150 0.096 -1.578
H 2.263 -1.354 -2.240
H 2.790 -1.031 -0.641
H 1.395 -4.266 0.871
H -0.475 0.376 -3.982
*
```

- Energy relative to the best compared isomer or geometry (same formula, charge and spin): 0.0 kcal per mole
- Orbital gap: 0.3183 Ha

Entry 6:
Entry from the Open Molecules 2025 dataset: C16H13NO3 in the gas phase at a distorted geometry (wB97M-V/def2-TZVPD).

Structure (ORCA input):
```
! wB97M-V def2-TZVPD RIJCOSX def2/J DEFGRID3
* xyz 0 1
C 1.891 0.098 -5.086
C 1.103 0.408 -3.861
C 1.094 -0.373 -2.728
C 0.311 -0.014 -1.531
C 0.270 -0.765 -0.377
N -0.365 -0.317 0.805
C -0.047 -1.295 1.657
C -0.431 -1.144 3.070
C -1.243 -0.055 3.476
C -1.528 0.180 4.807
C -1.058 -0.701 5.781
C -0.357 -1.844 5.410
C -0.008 -2.084 4.052
O 0.719 -2.356 1.186
C 0.820 -2.098 -0.119
O 1.335 -2.848 -0.951
C -0.422 1.239 -1.671
C -0.283 2.028 -2.802
C -1.062 3.280 -2.916
O 0.458 1.629 -3.857
H 1.194 -0.179 -5.899
H 2.586 -0.736 -4.909
H 2.431 0.983 -5.461
H 1.635 -1.295 -2.766
H -1.653 0.635 2.707
H -2.086 1.084 5.032
H -1.187 -0.427 6.823
H 0.050 -2.502 6.188
H 0.616 -2.928 3.744
H -1.029 1.584 -0.886
H -1.886 3.370 -2.191
H -0.388 4.124 -2.776
H -1.479 3.319 -3.948
*
```

- Energy relative to the best compared isomer or geometry (same formula, charge and spin): 28.4 kcal per mole
- Orbital gap: 0.2533 Ha

Entry 7:
Entry from the Open Molecules 2025 dataset: a molecular structure, C16H14BCaCl5N6 at a distorted geometry (wB97M-V/def2-TZVPD).

Structure (ORCA input):
```
! wB97M-V def2-TZVPD RIJCOSX def2/J DEFGRID3
* xyz 2 1
C -0.136 2.640 0.028
N 0.286 1.440 -0.437
N 0.710 1.660 -1.745
C 0.628 2.970 -2.045
C 0.094 3.634 -0.940
B 1.090 0.474 -2.679
N 2.227 -0.364 -2.021
N 2.079 -0.960 -0.770
C 3.171 -1.744 -0.587
C 4.050 -1.585 -1.679
C 3.415 -0.704 -2.556
Ca 0.347 -0.589 0.821
N -0.159 -0.457 -2.782
N -0.658 -1.050 -1.636
C -1.723 -1.785 -2.018
C -1.907 -1.671 -3.415
C -0.896 -0.809 -3.857
H -2.327 -2.343 -1.306
H -0.655 -0.433 -4.849
H -2.666 -2.140 -4.013
H 1.405 0.870 -3.765
H 3.702 -0.299 -3.518
H 0.946 3.319 -3.021
H 5.008 -2.042 -1.814
H -0.098 4.686 -0.856
H 3.286 -2.386 0.281
H -0.599 2.760 1.002
H 0.521 -2.924 1.572
C 1.128 -2.566 2.423
H 2.039 -3.176 2.460
H 1.448 -1.505 2.361
H 0.547 -2.696 3.343
Cl 0.890 0.714 3.524
C -0.861 0.696 3.432
C -1.449 0.254 2.278
C -2.789 0.406 2.033
Cl -3.410 0.033 0.465
C -3.633 0.905 3.062
Cl -5.304 1.088 2.787
C -3.065 1.235 4.320
Cl -4.074 1.699 5.614
C -1.662 1.162 4.507
Cl -0.945 1.585 5.998
*
```

- Orbital gap (alpha / beta): 0.0838 / 0.1219 Ha

Entry 8:
Entry from the Open Molecules 2025 dataset: a molecular structure, C16H14BCl5HfN6 at a distorted geometry (wB97M-V/def2-TZVPD).

Structure (ORCA input):
```
! wB97M-V def2-TZVPD RIJCOSX def2/J DEFGRID3
* xyz 2 1
H 2.149 -1.399 1.710
N 0.828 -1.444 0.038
B -1.123 -2.113 -1.542
N 0.020 -2.427 -0.521
C 0.333 -3.586 0.058
Hf 0.149 0.876 -0.561
H -0.115 -4.499 -0.298
C 1.303 -3.366 1.036
H 1.825 -4.125 1.595
C 1.505 -2.007 1.103
H -1.614 -3.101 -1.995
C -0.907 2.703 -0.595
H -0.198 3.509 -0.301
H -1.811 2.868 0.005
H -1.206 2.848 -1.653
N -0.516 -1.214 -2.671
N -2.139 -1.250 -0.767
N 0.090 0.019 -2.336
N -1.744 -0.051 -0.194
C -0.362 -1.443 -3.976
C -3.439 -1.453 -0.537
H -0.760 -2.347 -4.407
H -3.905 -2.345 -0.907
C 0.375 -0.409 -4.555
C -3.931 -0.372 0.194
C 0.618 0.502 -3.539
C -2.847 0.477 0.409
H 0.705 -0.395 -5.584
H -4.928 -0.194 0.520
H 1.128 1.449 -3.631
H -2.805 1.442 0.879
H 1.414 -0.899 -0.620
Cl -1.236 2.011 2.797
C 0.483 2.101 2.725
C 1.187 1.598 1.631
C 2.563 1.515 1.767
Cl 3.480 0.617 0.586
C 3.259 2.081 2.872
Cl 4.961 2.015 2.977
C 2.537 2.683 3.921
Cl 3.325 3.328 5.289
C 1.128 2.636 3.869
Cl 0.223 3.161 5.211
*
```

- Orbital gap: 0.2201 Ha

Entry 9:
Entry from the Open Molecules 2025 dataset: a molecular structure, C16H14BCl5N6W at a distorted geometry (wB97M-V/def2-TZVPD).

Structure (ORCA input):
```
! wB97M-V def2-TZVPD RIJCOSX def2/J DEFGRID3
* xyz 2 3
H 0.932 3.587 0.186
N 0.674 1.798 -0.926
B -0.689 0.301 -2.691
N -0.031 1.588 -2.112
C 0.016 2.711 -2.841
W 1.840 0.643 0.265
H -0.389 2.667 -3.852
C 0.516 3.721 -2.036
H 0.563 4.740 -2.362
C 0.845 3.162 -0.801
H -0.699 0.378 -3.926
C -2.584 -2.737 2.789
H -1.964 -3.037 3.635
H -1.957 -2.338 1.993
H -3.073 -3.621 2.384
N -2.315 -0.031 -2.450
N 0.502 -0.627 -2.276
N -2.890 -0.074 -1.189
N 1.231 -0.736 -1.081
C -3.342 -0.289 -3.348
C 0.991 -1.507 -3.161
H -3.258 -0.297 -4.442
H 0.563 -1.479 -4.163
C -4.509 -0.575 -2.626
C 1.844 -2.364 -2.491
C -4.157 -0.468 -1.256
C 1.923 -1.930 -1.161
H -5.491 -0.819 -3.003
H 2.263 -3.229 -2.969
H -4.773 -0.637 -0.364
H 2.100 -2.468 -0.247
H -3.334 -2.063 3.046
Cl 4.034 0.790 0.962
C 3.198 0.684 2.563
C 1.830 0.502 2.461
C 1.054 0.329 3.630
Cl -0.636 0.065 3.579
C 1.733 0.369 4.879
Cl 0.899 0.103 6.337
C 3.132 0.613 4.963
Cl 3.952 0.668 6.480
C 3.882 0.791 3.774
Cl 5.573 1.115 3.850
*
```

- Energy relative to the best compared isomer or geometry (same formula, charge and spin): 70.3 kcal per mole
- ⟨S²⟩: 2.036
- Orbital gap (alpha / beta): 0.1173 / 0.1399 Ha

Entry 10:
Entry from the Open Molecules 2025 dataset: a molecular structure, C16H14F2N2OPdSTe4 at a distorted geometry (wB97M-V/def2-TZVPD).

Structure (ORCA input):
```
! wB97M-V def2-TZVPD RIJCOSX def2/J DEFGRID3
* xyz 0 5
Pd -0.105 -0.397 -0.137
S -3.892 0.369 -2.679
C -2.662 0.981 -3.751
C -2.732 1.221 -5.111
C -1.595 1.681 -5.748
C -0.413 1.914 -5.046
C -0.334 1.668 -3.694
C -1.465 1.188 -3.041
N -1.545 0.859 -1.716
C -2.724 0.411 -1.378
C -3.012 -0.092 -0.050
C -4.316 -0.295 0.402
C -4.542 -0.815 1.661
C -3.481 -1.152 2.489
C -2.178 -0.939 2.063
C -1.941 -0.431 0.796
H -3.645 1.037 -5.656
H -1.624 1.851 -6.813
H 0.454 2.282 -5.573
H 0.591 1.827 -3.148
H -5.141 -0.025 -0.242
H -5.554 -0.959 2.007
H -3.662 -1.557 3.473
H -1.344 -1.155 2.728
Te -0.344 1.602 1.302
Te 0.653 3.964 2.544
Te 3.112 3.444 0.350
Te 1.716 1.242 -0.266
F 0.644 -2.737 -0.848
C 0.797 -1.538 -1.501
F 2.151 -1.366 -1.672
H 0.334 -1.619 -2.511
C 1.429 -2.839 3.495
C 1.355 -1.387 3.123
N 1.453 -0.495 4.117
O 1.198 -1.006 1.964
H 1.244 -2.994 4.555
H 2.424 -3.210 3.251
H 0.714 -3.411 2.903
H 1.599 -0.777 5.070
H 1.449 0.498 3.911
*
```

- Energy relative to the best compared isomer or geometry (same formula, charge and spin): 80.8 kcal per mole
- ⟨S²⟩: 6.068
- Orbital gap (alpha / beta): 0.2173 / 0.1806 Ha

Entry 11:
Entry from the Open Molecules 2025 dataset: 3 unconnected molecules or ions with the total composition C16H14F4NO10P at a distorted geometry (wB97M-V/def2-TZVPD).

Structure (ORCA input):
```
! wB97M-V def2-TZVPD RIJCOSX def2/J DEFGRID3
* xyz 0 1
C 7.628 1.082 1.301
C 6.151 1.703 0.820
F 6.177 3.133 1.201
N 5.091 0.871 1.506
C 4.537 -0.328 0.717
O 5.241 -1.242 0.039
C 2.906 -0.357 0.884
C 1.743 -1.333 0.266
C 0.172 -0.993 0.728
C -0.128 0.314 1.727
P -1.985 0.656 2.197
O -2.071 2.328 2.754
O -2.782 0.717 0.611
C 1.058 1.273 2.328
F 0.883 2.433 3.235
C 2.610 0.896 1.899
C 4.040 1.581 2.327
O 4.102 2.528 3.265
H 7.450 0.542 2.341
H 7.955 0.270 0.497
H 8.445 1.919 1.440
H 6.070 1.678 -0.370
H 2.026 -2.219 -0.447
H -0.741 -1.654 0.367
H -2.687 2.796 2.111
H -2.252 1.421 0.120
O -2.236 -3.643 0.148
C -1.742 -3.725 -0.964
O -0.501 -3.249 -1.289
C -0.254 -3.656 -2.619
C -1.629 -3.856 -3.158
F -1.645 -4.838 -4.087
O -2.361 -4.294 -2.035
H 0.337 -4.578 -2.613
H 0.300 -2.888 -3.167
H -2.088 -2.949 -3.565
O -5.947 3.834 -2.788
C -5.994 2.907 -1.997
O -5.894 3.050 -0.640
C -6.127 1.772 -0.085
C -5.782 0.861 -1.213
F -6.535 -0.261 -1.176
O -6.145 1.601 -2.357
H -7.177 1.693 0.217
H -5.497 1.604 0.792
H -4.721 0.596 -1.268
*
```

- Orbital gap: 0.2764 Ha